[1]
{
  "formula": "C11H16NS",
  "method": "ωB97M-V/def2-TZVPD",
  "symbols": ["C", "C", "C", "N", "C", "C", "C", "C", "C", "C", "C", "C", "S", "H", "H", "H", "H", "H", "H", "H", "H", "H", "H", "H", "H", "H", "H", "H", "H"],
  "xyz": [[-3.8251, 0.3429, 1.0545], [-2.4109, 1.0231, 1.0758], [-1.4435, 0.0658, 0.3944], [0.0403, 0.4671, 0.4082], [0.2696, 1.5753, 1.0261], [1.5894, 2.0609, 0.9991], [2.5968, 1.2838, 0.4664], [2.2372, 0.1603, -0.3249], [3.4870, -0.5925, -1.0200], [0.9221, -0.2770, -0.3037], [0.3955, -1.8591, -0.7129], [0.1796, -2.0312, -2.2052], [0.1899, -2.9302, 0.4560], [-4.5571, 1.1708, 1.3950], [-4.0328, -0.4006, 1.8594], [-3.9723, -0.1414, 0.0888], [-2.5930, 1.9585, 0.5030], [-2.1240, 1.1963, 2.1222], [-1.6834, -0.1526, -0.6313], [-1.5562, -0.8278, 0.9534], [-0.4394, 2.0812, 1.6402], [1.7267, 2.9971, 1.5147], [3.6535, 1.5481, 0.6431], [4.4242, 0.0225, -1.1122], [3.6409, -1.4359, -0.5104], [3.1711, -0.8733, -1.9379], [0.8739, -1.5812, -2.7964], [-0.8607, -1.7721, -2.5315], [0.1006, -3.0788, -2.5138]],
  "smiles": "CCC[n+]1cccc(C)c1C(C)=S",
  "gap_ev": 8.400,
  "lumo_ev": -4.238,
  "charge": 1
}


[2]
{
  "formula": "C11H16OP",
  "method": "ωB97M-V/def2-TZVPD",
  "symbols": ["C", "C", "C", "C", "C", "C", "C", "C", "C", "C", "C", "O", "P", "H", "H", "H", "H", "H", "H", "H", "H", "H", "H", "H", "H", "H", "H", "H", "H"],
  "xyz": [[3.9603, -0.9063, 0.7877], [3.4495, 0.3412, 1.1486], [3.4514, -1.4782, -0.3785], [2.5729, 1.0557, 0.4285], [2.4946, -0.8455, -1.1875], [2.0916, 0.4525, -0.7381], [1.2644, 1.2111, -1.5549], [-2.6189, 0.8574, -1.5154], [-2.6738, -1.5555, 0.2379], [-2.8226, 1.1915, 1.3797], [-0.2928, -0.0173, 0.2828], [0.6600, 1.8921, -2.2725], [-2.0408, 0.1490, 0.1021], [4.5512, -1.5670, 1.5477], [3.6410, 0.7025, 2.1091], [3.5599, -2.5501, -0.5479], [2.2274, 1.9864, 0.7159], [1.8961, -1.4141, -1.9051], [-3.6556, 0.6695, -1.8160], [-1.8939, 0.4711, -2.1686], [-2.5174, 2.0216, -1.6025], [-1.8203, -2.2697, 0.2202], [-3.4398, -1.6962, -0.5735], [-3.1609, -1.6989, 1.2546], [-2.3561, 0.8317, 2.3124], [-3.9422, 0.8926, 1.4110], [-2.6545, 2.2831, 1.2357], [-0.0912, -0.9855, -0.1741], [0.1605, -0.0244, 1.2605]],
  "gap_ev": [6.370, 6.363],
  "lumo_ev": [-4.462, -4.464],
  "charge": 1
}


[3]
{
  "formula": "C11H16Si",
  "method": "ωB97M-V/def2-TZVPD",
  "symbols": ["C", "C", "C", "C", "C", "C", "C", "C", "C", "C", "C", "Si", "H", "H", "H", "H", "H", "H", "H", "H", "H", "H", "H", "H", "H", "H", "H", "H"],
  "xyz": [[-2.1097, -2.4005, -0.0378], [-3.1455, -1.5799, 0.0999], [-0.7776, -1.9446, -0.0624], [-2.9759, -0.2368, -0.0669], [-1.7604, 0.3631, -0.1508], [-0.3960, -0.6920, -0.1584], [-3.6620, 1.0933, 0.0114], [-2.2456, 1.8234, 0.0946], [2.2244, -0.7465, 1.7294], [1.6977, 1.7682, -0.3269], [2.4471, -1.0061, -1.3859], [1.4598, -0.0183, -0.0068], [-2.1439, -3.4897, -0.2108], [-4.0363, -2.1458, 0.0717], [0.0853, -2.6208, -0.0318], [-4.3029, 1.3163, -0.8055], [-4.1128, 1.2641, 0.9105], [-2.0132, 2.1245, 1.0316], [-1.9254, 2.6321, -0.5644], [1.8943, -0.2505, 2.5759], [1.8738, -1.7349, 1.7698], [3.2813, -0.7805, 1.6242], [0.9828, 2.2922, -0.8966], [1.6423, 2.1664, 0.6595], [2.7091, 1.9351, -0.7173], [1.8076, -1.7024, -1.8425], [2.7714, -0.2718, -2.0974], [3.2315, -1.5808, -0.9777]],
  "gap_ev": 9.363,
  "lumo_ev": 0.907,
  "charge": 0
}


[4]
{
  "formula": "C11H17B2N7Ti",
  "method": "ωB97M-V/def2-TZVPD",
  "symbols": ["C", "N", "N", "C", "C", "B", "N", "N", "C", "C", "C", "Ti", "N", "N", "C", "C", "C", "H", "H", "H", "H", "H", "H", "H", "H", "H", "H", "H", "C", "H", "H", "H", "B", "C", "N", "H", "H", "H"],
  "xyz": [[-1.7689, 1.0275, -2.2785], [-0.5965, 1.0584, -1.6086], [0.2271, 1.9868, -2.1592], [-0.4226, 2.5525, -3.1914], [-1.6886, 1.9773, -3.3058], [1.7036, 2.2543, -1.7052], [1.7351, 2.5311, -0.1854], [1.0787, 1.7070, 0.6951], [1.3119, 2.2129, 1.9484], [2.1225, 3.3590, 1.8457], [2.3617, 3.5245, 0.4832], [0.0036, 0.1056, -0.1082], [2.6353, 1.0770, -2.0762], [2.4035, -0.1879, -1.6147], [3.3632, -0.9671, -2.2003], [4.2048, -0.1787, -3.0419], [3.6966, 1.1196, -2.9240], [3.4060, -2.0155, -1.9963], [4.0114, 2.0520, -3.3720], [5.0487, -0.5025, -3.6282], [2.0746, 3.2451, -2.2988], [2.9266, 4.2710, -0.0611], [0.0667, 3.3221, -3.7763], [2.4758, 3.9854, 2.6592], [-2.4580, 2.2110, -4.0342], [0.8762, 1.7315, 2.8015], [-2.5439, 0.3527, -1.9760], [1.5202, -0.9090, 0.2698], [0.9162, -1.1220, 1.2393], [1.2453, -0.5977, 2.0407], [-0.4823, -0.6278, 1.3067], [0.5446, -2.0874, 1.2573], [-3.1242, -2.8655, 2.3130], [-2.1017, -1.9306, 1.5605], [-1.4281, -1.2307, 0.9507], [-3.2702, -3.9052, 1.7129], [-4.1930, -2.3064, 2.4095], [-2.7153, -3.1319, 3.4215]],
  "s2": 2.0116,
  "spin_multiplicity": 3,
  "gap_ev": [6.845, 3.201],
  "lumo_ev": [-8.076, -11.713],
  "charge": 2
}


[5]
{
  "formula": "C11H17BCuN6O",
  "method": "ωB97M-V/def2-TZVPD",
  "symbols": ["H", "N", "B", "N", "C", "Cu", "H", "C", "H", "C", "H", "C", "H", "H", "H", "N", "N", "N", "N", "C", "C", "H", "H", "C", "C", "C", "C", "H", "H", "H", "H", "H", "C", "O", "H", "H", "H"],
  "xyz": [[-0.0559, 2.8253, 0.8923], [0.3049, 1.7029, -0.8657], [0.9171, 0.9057, -3.2065], [0.7198, 2.0336, -2.1542], [0.7353, 3.3749, -2.2697], [-0.2632, -0.1026, -0.3588], [0.9266, 3.8281, -3.2311], [0.4361, 3.9187, -1.0275], [0.3859, 4.9602, -0.7724], [0.1923, 2.8380, -0.1651], [1.4085, 1.2772, -4.2342], [-2.0517, -2.8151, 1.4073], [-2.4201, -2.9570, 2.4299], [-1.0801, -3.3064, 1.2898], [-2.7565, -3.1442, 0.6368], [-0.5084, 0.3082, -3.3381], [1.7150, -0.2597, -2.5406], [-1.1432, -0.1708, -2.2007], [1.3699, -0.7053, -1.2720], [-1.3017, 0.1377, -4.4161], [2.6798, -1.0619, -3.0313], [-0.9723, 0.4756, -5.3965], [3.0195, -0.9559, -4.0423], [-2.4818, -0.4556, -3.9781], [3.0564, -1.9461, -2.0243], [-2.3476, -0.6226, -2.5885], [2.2310, -1.6716, -0.9228], [-3.3275, -0.7344, -4.5867], [3.8192, -2.6810, -2.0795], [-3.0617, -1.0382, -1.8868], [2.2292, -2.1197, 0.0613], [-1.8937, -1.7368, 1.2724], [-0.0760, -0.0134, 2.5870], [-0.7086, -0.3803, 1.3927], [0.9196, -0.4775, 2.6658], [-0.6385, -0.3110, 3.4813], [0.0221, 1.0802, 2.6144]],
  "s2": 0.7553,
  "spin_multiplicity": 2,
  "gap_ev": [9.684, 8.064],
  "lumo_ev": [0.715, -0.650],
  "charge": 0
}


[6]
{
  "formula": "C11H17BN6Ni",
  "method": "ωB97M-V/def2-TZVPD",
  "symbols": ["H", "N", "B", "N", "C", "Ni", "H", "C", "H", "C", "H", "C", "H", "H", "H", "N", "N", "N", "N", "C", "C", "H", "H", "C", "C", "C", "C", "H", "H", "H", "H", "H", "C", "H", "H", "H"],
  "xyz": [[0.8969, 3.0073, 0.3055], [0.5017, 1.6078, -1.1802], [0.1914, 0.3363, -3.3817], [0.5515, 1.6194, -2.5739], [0.9030, 2.8458, -2.9911], [0.0999, -0.0127, -0.2147], [0.9695, 3.0489, -4.0496], [1.1121, 3.6571, -1.8721], [1.4007, 4.6918, -1.8377], [0.8531, 2.8320, -0.7579], [0.2490, 0.4838, -4.5550], [-0.6889, -1.4368, 1.0041], [-0.6896, -1.4290, 2.1047], [0.1098, -2.1749, 0.7785], [-1.6698, -1.8023, 0.6669], [-1.2249, -0.0566, -2.8677], [1.1664, -0.7649, -2.8650], [-1.4408, -0.2093, -1.5006], [1.2183, -1.0198, -1.4960], [-2.3850, -0.2485, -3.5249], [2.0448, -1.5607, -3.4958], [-2.4116, -0.1502, -4.6008], [2.1482, -1.5065, -4.5709], [-3.3795, -0.5549, -2.5905], [2.6920, -2.3584, -2.5487], [-2.7324, -0.5213, -1.3345], [2.1386, -1.9776, -1.3055], [-4.4201, -0.7711, -2.7696], [3.4473, -3.1089, -2.6923], [-3.0889, -0.7053, -0.3335], [2.3270, -2.3110, -0.2973], [-0.3581, -0.1356, 1.2815], [1.1947, 0.3638, 1.3856], [0.9470, 1.0330, 2.2174], [2.0420, 0.7993, 0.8659], [1.4728, -0.5978, 1.8048]],
  "s2": 2.0070,
  "spin_multiplicity": 3,
  "gap_ev": [7.159, 8.947],
  "lumo_ev": [0.780, 0.413],
  "charge": 0
}


| no. | energy (eV) |
| --- | --- |
| 1 | -23983.2492 |
| 2 | -22992.9074 |
| 3 | -19541.1996 |
| 4 | -46559.7768 |
| 5 | -67986.9367 |
| 6 | -62341.3992 |